No. 1
C57H100I2N2O17S | wB97M-V/def2-TZVPD

```
179
Properties=species:S:1:pos:R:3
C -8.698 7.232 -0.482
C -7.753 6.498 -0.490
C -6.615 5.609 -0.519
I -5.302 6.277 1.107
C -6.942 4.089 -0.408
C -7.295 3.616 1.037
C -8.487 4.287 1.761
C -8.165 5.152 2.997
O -8.534 6.509 2.761
C -8.151 3.636 -1.247
O -8.431 4.452 -2.387
O -9.771 4.932 -2.299
C -5.615 3.307 -0.726
C -5.732 1.769 -0.658
C -4.932 1.164 0.524
C -4.513 -0.270 0.164
C -3.657 -0.959 1.238
C -2.202 -1.158 0.804
C -1.344 -1.673 1.982
C -0.151 -2.528 1.538
C 1.180 -1.780 1.396
C 1.617 -0.993 2.652
C 3.006 -1.403 3.152
C 4.114 -1.330 2.089
C 4.211 0.032 1.398
N 4.636 -0.011 0.004
C 5.039 1.093 -0.709
C 5.307 0.731 -1.999
C 5.061 -0.682 -2.102
C 4.669 -1.065 -0.851
C -4.896 3.674 -2.017
I -5.848 2.949 -3.849
O -3.637 2.968 -1.933
C -2.755 3.291 -2.835
N -1.979 3.468 -3.666
O -4.532 5.022 -2.159
S -5.694 6.136 -2.043
O -6.519 6.192 -3.201
O -5.016 7.354 -1.726
H -9.535 7.861 -0.675
H -6.410 3.643 1.676
H -7.566 2.561 0.963
H -9.101 3.468 2.156
H -9.152 4.833 1.095
H -8.780 4.821 3.838
H -7.110 5.081 3.268
H -7.807 7.084 3.030
H -9.060 3.618 -0.649
H -8.011 2.614 -1.608
H -10.257 4.303 -2.851
H -4.931 3.595 0.076
H -6.757 1.438 -0.515
H -5.362 1.281 -1.557
H -4.003 1.727 0.659
H -5.537 1.153 1.429
H -3.966 -0.243 -0.782
H -5.431 -0.838 -0.021
H -3.715 -0.474 2.215
H -4.061 -1.967 1.384
H -1.793 -0.200 0.464
H -2.153 -1.867 -0.023
H -1.047 -0.811 2.581
H -1.988 -2.290 2.616
H 0.009 -3.308 2.292
H -0.379 -3.064 0.614
H 1.102 -1.091 0.549
H 1.955 -2.498 1.128
H 1.591 0.076 2.422
H 0.906 -1.112 3.474
H 3.301 -0.780 4.005
H 2.967 -2.426 3.535
H 3.981 -2.159 1.399
H 5.068 -1.514 2.589
H 4.883 0.671 1.973
H 3.237 0.527 1.396
H 5.096 2.064 -0.243
H 5.617 1.386 -2.797
H 5.165 -1.302 -2.975
H 4.397 -2.070 -0.571
C 4.849 -5.190 6.510
C 3.835 -4.215 5.965
O 3.739 -3.997 4.780
C 2.945 -3.521 6.969
H 5.421 -5.614 5.687
H 5.530 -4.679 7.192
H 4.343 -5.994 7.048
H 3.551 -2.944 7.669
H 2.363 -4.257 7.525
H 2.265 -2.849 6.448
C 0.746 -2.796 -4.166
C 1.341 -2.366 -2.851
O 1.747 -3.163 -2.034
C 1.395 -0.880 -2.604
H 0.756 -3.882 -4.238
H -0.281 -2.441 -4.241
H 1.326 -2.379 -4.991
H 0.385 -0.465 -2.625
H 2.004 -0.394 -3.368
H 1.839 -0.689 -1.629
C 9.932 -1.767 1.893
C 8.448 -2.043 1.851
O 7.919 -2.774 2.660
C 7.656 -1.372 0.760
H 10.380 -2.309 2.724
H 10.398 -2.091 0.961
H 10.110 -0.699 2.029
H 8.028 -1.678 -0.218
H 7.735 -0.287 0.852
H 6.614 -1.657 0.842
C 11.655 -7.183 1.539
C 10.595 -6.207 1.085
O 10.422 -5.965 -0.088
C 9.767 -5.548 2.159
H 12.178 -7.584 0.673
H 12.374 -6.680 2.188
H 11.195 -8.005 2.090
H 10.411 -4.975 2.828
H 9.230 -6.304 2.734
H 9.046 -4.877 1.703
C 11.387 -8.008 -5.134
C 11.355 -8.689 -3.787
O 11.635 -9.860 -3.665
C 10.953 -7.846 -2.602
H 11.687 -8.725 -5.895
H 10.397 -7.620 -5.380
H 12.101 -7.183 -5.119
H 9.946 -7.450 -2.746
H 11.643 -7.013 -2.475
H 10.968 -8.456 -1.702
C -4.310 10.569 -1.216
C -3.104 11.465 -1.103
O -2.747 11.928 -0.044
C -2.355 11.758 -2.382
H -4.756 10.437 -0.232
H -5.048 11.017 -1.883
H -4.019 9.592 -1.604
H -3.015 12.250 -3.097
H -1.988 10.829 -2.820
H -1.511 12.410 -2.167
C -3.007 -1.094 -7.644
C -2.397 -0.703 -6.319
O -1.997 -1.535 -5.538
C -2.310 0.773 -6.017
H -3.009 -2.178 -7.737
H -4.032 -0.727 -7.706
H -2.427 -0.666 -8.463
H -3.308 1.215 -6.014
H -1.703 1.275 -6.772
H -1.855 0.920 -5.040
C -10.417 -0.145 0.161
C -9.422 0.139 1.257
O -8.360 0.675 1.022
C -9.803 -0.271 2.655
H -10.019 0.198 -0.791
H -10.610 -1.217 0.102
H -11.355 0.373 0.366
H -9.972 -1.348 2.695
H -10.717 0.243 2.958
H -9.002 -0.009 3.343
C 8.228 -10.408 -3.832
C 7.187 -9.405 -4.268
O 7.011 -9.139 -5.435
C 6.378 -8.745 -3.177
H 8.740 -10.805 -4.705
H 8.957 -9.925 -3.182
H 7.755 -11.229 -3.291
H 7.037 -8.201 -2.498
H 5.830 -9.499 -2.609
H 5.670 -8.048 -3.620
C -4.006 8.001 4.898
C -5.504 7.869 4.989
O -6.187 7.727 3.998
C -6.117 7.921 6.365
H -3.695 7.950 3.856
H -3.690 8.958 5.315
H -3.526 7.195 5.455
H -5.885 8.875 6.840
H -5.721 7.112 6.980
H -7.197 7.815 6.286
```

Values from the calculation:
Orbital gap   7.7 eV
Charge   0
Calculated total energy   -125547.1407 eV
Largest force on an atom   2.04 eV Å⁻¹
Lowest unoccupied orbital energy   -0.21 eV



No. 2
C5H8O | wB97M-V/def2-TZVPD

```
14
Properties=species:S:1:pos:R:3
C -1.726 -0.281 0.896
C -1.122 0.806 0.416
C 0.301 1.134 0.608
C 1.269 0.255 0.883
H -1.195 -1.001 1.515
H -2.772 -0.488 0.694
H -1.703 1.516 -0.172
H 0.568 2.186 0.497
H 1.064 -0.810 0.983
H 2.298 0.572 1.026
C 0.758 -0.969 -1.838
O -0.249 -1.627 -1.776
H 1.734 -1.349 -1.475
H 0.775 0.056 -2.257
```

Values from the calculation:
Orbital gap   10.0 eV
Charge   0
Calculated total energy   -7359.8621 eV
Relative energy (zero: lowest compared OMol25 entry of this formula, charge and spin)   230.9 kJ/mol
Largest force on an atom   0.50 eV Å⁻¹
SMILES string   C=CC=C.C=O
Lowest unoccupied orbital energy   0.81 eV



No. 3
C3H5N3S | wB97M-V/def2-TZVPD

```
12
Properties=species:S:1:pos:R:3
C 0.439 2.164 -0.079
N -0.689 1.371 0.070
C -0.647 0.091 -0.159
C -1.855 -0.524 0.117
N -2.990 -0.892 0.163
N 0.360 -0.836 -0.534
S 1.979 -0.770 0.118
H 1.235 1.618 -0.587
H 0.203 3.244 -0.294
H 0.910 2.128 0.975
H 0.110 -1.791 -0.624
H 1.501 -0.761 1.483
```

Values from the calculation:
Orbital gap   9.5 eV
Charge   0
Calculated total energy   -18495.0049 eV
Relative energy (zero: lowest compared OMol25 entry of this formula, charge and spin)   279.1 kJ/mol
Largest force on an atom   7.95 eV Å⁻¹
SMILES string   C/N=C(/C#N)NS
Lowest unoccupied orbital energy   -0.11 eV



No. 4
C22H18Cl3F3GeN8S2Zr | wB97M-V/def2-TZVPD

```
58
Properties=species:S:1:pos:R:3
Zr -0.441 0.887 0.139
C 2.204 -0.247 2.175
C 3.418 -0.576 1.594
C 4.039 0.317 0.720
C 3.439 1.526 0.395
C 2.220 1.863 0.975
C 1.607 0.987 1.882
H 1.747 -0.901 2.908
H 3.909 -1.505 1.854
H 5.009 0.072 0.307
H 3.932 2.219 -0.274
H 1.799 2.850 0.799
H 0.792 1.340 2.508
S 1.979 3.085 -6.881
N 2.509 1.905 -5.925
C 1.739 1.927 -4.847
C 1.849 1.024 -3.722
C 2.784 -0.014 -3.662
C 2.795 -0.838 -2.557
C 1.876 -0.613 -1.542
N 0.971 0.369 -1.581
C 0.956 1.194 -2.662
C -0.038 2.258 -2.675
N -0.834 2.369 -1.579
C -1.807 3.287 -1.603
C -2.018 4.142 -2.678
C -1.191 4.060 -3.775
C -0.177 3.096 -3.781
C 0.747 2.925 -4.881
N 0.771 3.653 -5.986
H 3.479 -0.149 -4.481
H 3.503 -1.650 -2.465
H 1.875 -1.236 -0.660
H -2.439 3.345 -0.732
H -2.824 4.861 -2.630
H -1.307 4.715 -4.629
C -3.299 -5.395 -2.260
C -2.508 -4.906 -1.117
N -2.556 -5.413 0.112
N -1.707 -4.698 0.818
C -1.093 -3.722 0.111
S -0.038 -2.615 0.775
N -1.620 -3.876 -1.142
N -1.261 -3.060 -2.212
H -3.835 -6.290 -1.957
H -2.650 -5.629 -3.106
H -4.024 -4.640 -2.573
H -1.563 -4.897 1.803
H -0.701 -3.605 -2.862
H -2.105 -2.737 -2.675
Cl -1.024 2.952 1.417
Ge -2.641 1.910 3.248
Cl -1.521 -0.260 2.098
Cl -1.141 1.987 4.767
F -2.421 0.035 -2.236
C -2.198 -0.114 -0.927
F -2.912 0.927 -0.271
F -2.792 -1.260 -0.565
```

Values from the calculation:
Orbital gap (alpha / beta)   6.9 / 4.9 eV
⟨S²⟩   0.77
Multiplicity   2
Charge   +3
Calculated total energy   -160192.8783 eV
Relative energy (zero: lowest compared OMol25 entry of this formula, charge and spin)   32.9 kJ/mol
Largest force on an atom   0.74 eV Å⁻¹
Lowest unoccupied orbital energy (alpha / beta)   -9.84 / -11.84 eV



No. 5
C3H5N3 | wB97M-V/def2-TZVPD

```
11
Properties=species:S:1:pos:R:3
C -1.638 -0.358 0.040
C -0.156 -0.187 -0.037
C 0.576 1.033 -0.128
N 1.830 0.769 -0.315
N 1.936 -0.617 -0.243
N 0.700 -1.183 -0.044
H -2.110 0.488 0.553
H -2.074 -0.421 -0.963
H -1.880 -1.278 0.573
H 0.249 2.053 -0.027
H 2.506 -0.313 0.589
```

Values from the calculation:
Orbital gap   11.3 eV
Charge   0
Calculated total energy   -7660.2285 eV
Relative energy (zero: lowest compared OMol25 entry of this formula, charge and spin)   214.9 kJ/mol
Largest force on an atom   2.50 eV Å⁻¹
SMILES string   Cc1cn[nH]n1
Lowest unoccupied orbital energy   0.93 eV



No. 6
C5H8O | wB97M-V/def2-TZVPD

```
14
Properties=species:S:1:pos:R:3
C 1.506 -0.408 -0.566
C 0.044 -0.031 -0.371
C -0.895 -0.942 0.428
C -2.175 -0.122 0.513
O -1.772 1.126 0.445
C -0.315 1.280 0.301
H 1.551 -1.376 -1.079
H 2.083 -0.488 0.362
H 1.997 0.327 -1.218
H -1.024 -1.955 0.039
H -0.579 -1.027 1.485
H -0.391 0.035 -1.378
H 0.105 1.390 1.311
H -0.134 2.191 -0.272
```

Values from the calculation:
Orbital gap   9.3 eV
Charge   0
Calculated total energy   -7359.5090 eV
Relative energy (zero: lowest compared OMol25 entry of this formula, charge and spin)   265.0 kJ/mol
Largest force on an atom   0.47 eV Å⁻¹
Lowest unoccupied orbital energy   0.90 eV